1.
{
  "formula": "C9H20BN6O3",
  "method": "wB97M-V/def2-TZVPD",
  "symbols": ["O", "O", "O", "N", "N", "N", "N", "N", "N", "C", "C", "C", "C", "C", "C", "C", "C", "C", "B", "H", "H", "H", "H", "H", "H", "H", "H", "H", "H", "H", "H", "H", "H", "H", "H", "H", "H", "H", "H"],
  "positions_angstrom": [[3.5475, 1.3921, -0.1304], [2.8840, 1.0109, 2.0670], [-3.7167, -0.6393, -1.8937], [2.5559, -1.8502, 1.4100], [1.3032, 0.3637, 0.2592], [1.2519, -1.9010, 0.9185], [-0.5164, -0.8310, -0.2071], [-4.9610, 0.5884, 0.9281], [0.3792, 1.1601, -0.4274], [3.3625, -3.0796, -0.5698], [0.5568, 2.5242, -0.8091], [0.7003, -0.8379, 0.3490], [-3.2062, 0.1457, -0.8201], [-4.2636, 1.1055, -0.2504], [-1.9450, 0.8569, -1.3527], [3.3736, -2.9864, 0.9533], [-0.0629, 3.5277, -0.1523], [-0.7053, 0.3948, -0.6661], [2.6322, 0.9289, 0.7383], [-5.0097, 1.2936, -1.0315], [3.3248, -2.0858, -1.0175], [-2.0349, 1.9189, -1.1349], [-4.7919, 1.1487, 1.7507], [-1.8594, 0.7220, -2.4305], [0.7100, -2.7563, 0.9443], [1.2249, 2.7085, -1.6470], [2.4733, -3.6126, -0.9092], [4.2292, -3.6332, -0.9213], [-3.8239, 2.0744, -0.0061], [4.3819, -2.7720, 1.3016], [2.0720, 1.0809, 2.5782], [-2.9487, -0.5567, -0.0226], [3.0166, -3.9285, 1.3820], [-0.6696, 4.2376, -0.7073], [0.0656, 3.6992, 0.9138], [-4.6766, -0.5711, -1.9057], [2.5224, -1.8050, 2.4228], [3.3143, 1.3233, -1.0605], [-4.6906, -0.3592, 1.1561]],
  "atomic_forces_ev_per_a": [[-0.308, 0.045, -0.183], [-0.385, 0.440, -0.239], [-0.016, 0.137, -0.029], [0.010, 0.157, -0.206], [-0.038, 0.332, -0.389], [-0.180, -0.364, 0.228], [-0.150, -0.121, -0.002], [0.097, -0.051, 0.082], [0.792, 0.267, 0.938], [-0.414, -0.140, 0.214], [0.050, 0.277, -0.190], [0.174, 0.213, -0.032], [-0.330, -0.350, -0.263], [-0.186, -0.028, 0.150], [-0.013, 0.313, 0.770], [-0.043, 0.231, -0.422], [0.138, -0.152, -0.085], [0.205, -0.330, 0.111], [0.451, -0.410, 0.488], [0.149, 0.103, -0.117], [0.292, 0.007, -0.028], [0.031, 0.093, -0.332], [-0.026, 0.039, -0.030], [0.017, -0.097, -0.001], [-0.046, 0.038, -0.005], [-1.076, -0.261, -0.894], [0.040, -0.009, -0.080], [0.042, 0.097, -0.072], [0.050, -0.014, -0.031], [-0.019, -0.118, 0.181], [0.123, -0.231, 0.282], [0.298, 0.157, 0.046], [0.153, -0.004, 0.113], [1.377, 1.043, -0.162], [-1.444, -1.026, 0.332], [-0.012, -0.094, 0.002], [0.066, -0.014, 0.002], [0.202, -0.142, -0.061], [-0.072, -0.033, -0.085]],
  "nbo_charge": [-0.841, -0.853, -0.714, -0.445, -0.456, -0.413, -0.495, -0.833, -0.214, -0.623, -0.072, 0.599, 0.092, -0.242, -0.490, -0.231, -0.303, 0.504, 1.218, 0.192, 0.204, 0.237, 0.366, 0.283, 0.410, 0.217, 0.211, 0.241, 0.187, 0.224, 0.499, 0.182, 0.184, 0.231, 0.226, 0.482, 0.374, 0.503, 0.359],
  "multiplicity": 1,
  "smiles": "C=Cn1c(C[C@H](O)CN)nc(NNCC)[n+]1B(O)O",
  "homo_ha": -0.4388,
  "total_charge": 1
}

---

2.
{
  "formula": "C4H7IN2S",
  "method": "wB97M-V/def2-TZVPD",
  "symbols": ["I", "S", "N", "N", "C", "C", "C", "C", "H", "H", "H", "H", "H", "H", "H"],
  "positions_angstrom": [[-1.6493, -0.3377, -3.3211], [-2.3376, 1.6110, -0.5379], [-0.2534, 0.0522, 0.8409], [-0.5919, -0.1497, -1.5274], [0.3333, -1.2034, -1.0659], [-1.0882, 0.5512, -0.5434], [0.1557, 1.0553, 1.8162], [0.8620, -0.5915, 0.2282], [1.1296, 1.4398, 1.5703], [1.0926, -1.3443, -1.7567], [1.7005, -0.0546, -0.2140], [-0.2938, -2.0820, -1.0569], [1.1843, -1.4426, 0.7779], [0.2443, 0.6630, 2.9496], [-0.4882, 1.8334, 1.8404]],
  "atomic_forces_ev_per_a": [[0.702, 0.051, 1.041], [0.517, -0.200, 0.284], [-1.234, 1.274, -3.032], [0.335, -0.510, -1.159], [-2.209, 0.613, 0.157], [0.174, 0.735, 3.846], [1.582, -2.699, 1.975], [-0.460, -1.981, -1.797], [0.602, 0.286, -0.134], [1.487, -0.291, -1.384], [0.284, 1.064, 1.056], [0.148, -0.713, 0.742], [0.783, -0.414, 1.027], [-0.385, 0.355, -2.641], [-2.326, 2.432, 0.020]],
  "nbo_charge": [0.379, -0.140, -0.419, -0.564, -0.206, 0.221, -0.403, -0.245, 0.176, 0.202, 0.178, 0.194, 0.211, 0.196, 0.220],
  "multiplicity": 1,
  "smiles": "CN1CCN(I)C1=S",
  "homo_ha": -0.3086
}

---

3.
{
  "formula": "C9H6O3",
  "method": "wB97M-V/def2-TZVPD",
  "symbols": ["O", "O", "O", "C", "C", "C", "C", "C", "C", "C", "C", "C", "H", "H", "H", "H", "H", "H"],
  "positions_angstrom": [[-0.9969, 1.8103, 0.4525], [-0.3997, -2.1706, -1.7222], [-2.4702, -1.3896, -1.8169], [2.4202, -0.2517, 1.2593], [-1.5672, 0.9202, -0.4134], [0.3516, -0.0206, 0.1072], [1.4400, -0.8034, 0.3607], [2.2449, 0.9931, 1.8964], [-1.2811, -1.2448, -1.4635], [-0.8532, -0.1535, -0.6348], [1.1545, 1.7952, 1.6629], [0.1990, 1.1448, 0.7790], [1.8260, -1.6608, 0.0485], [-0.5801, -2.7663, -2.2597], [3.4780, -1.0842, 1.4027], [0.9387, 2.6908, 2.2381], [3.0452, 1.4346, 2.6746], [-2.4252, 1.1097, -0.7347]],
  "atomic_forces_ev_per_a": [[0.846, -1.987, -0.587], [5.230, 8.214, 7.920], [2.385, 0.669, 0.373], [1.623, -2.935, -0.580], [4.940, 0.509, 3.058], [-0.435, -0.819, -0.129], [2.845, 4.061, 3.677], [2.816, 0.945, 2.048], [-4.874, -1.017, -0.958], [1.204, -1.449, -0.747], [-1.869, -2.366, -1.266], [0.976, 4.733, 2.369], [0.173, -3.809, -2.207], [-3.506, -8.429, -7.770], [-3.437, 3.228, -0.115], [0.032, -0.073, -0.437], [-1.733, -1.370, -1.963], [-7.217, 1.896, -2.687]],
  "nbo_charge": [-0.400, -0.643, -0.609, -0.191, 0.242, -0.125, -0.189, -0.236, 0.772, -0.254, -0.239, 0.296, 0.225, 0.480, 0.217, 0.240, 0.226, 0.189],
  "multiplicity": 1,
  "homo_ha": -0.3369
}

---

4.
{
  "formula": "C3H5N5O2",
  "method": "wB97M-V/def2-TZVPD",
  "symbols": ["O", "O", "N", "N", "N", "N", "N", "C", "C", "C", "H", "H", "H", "H", "H"],
  "positions_angstrom": [[2.1888, -1.4050, 0.0391], [3.0707, 0.6816, -0.0297], [-0.7678, 2.1151, 0.0251], [-0.4226, -0.5446, -0.0946], [0.4037, 1.7320, 0.0809], [-2.8941, -0.6848, 0.1039], [-1.8380, 1.2972, -0.1202], [-1.7338, -0.0186, -0.0677], [0.7313, 0.4003, 0.0257], [1.9508, -0.0707, -0.0911], [-3.7770, -0.3435, -0.1577], [2.9887, -1.6259, 0.4603], [3.0666, 1.5931, -0.3937], [-2.8494, -1.6535, 0.4544], [-0.1178, -1.4727, -0.2347]],
  "atomic_forces_ev_per_a": [[-2.112, 0.128, -1.554], [1.046, 0.305, -0.214], [-0.591, 0.989, -0.595], [-0.903, 1.655, 0.733], [1.528, 0.272, 0.164], [2.010, -3.256, 0.582], [-1.219, -0.830, 0.285], [2.736, 2.024, 0.123], [-3.750, -1.414, -0.983], [1.608, 0.223, 1.234], [-0.681, 0.964, -0.236], [1.718, 0.119, 0.772], [-0.844, -0.964, 0.294], [-0.110, 0.960, -0.621], [-0.437, -1.178, 0.016]],
  "nbo_charge": [-0.704, -0.703, 0.031, -0.627, -0.239, -0.787, -0.471, 0.614, 0.104, 0.521, 0.424, 0.501, 0.521, 0.397, 0.419],
  "multiplicity": 1,
  "smiles": "NC1=NN=NC(=C(O)O)N1",
  "homo_ha": -0.2713
}